1.
{"formula": "C4H13NO2", "method": "ωB97M-V/def2-TZVPD", "smiles": "C=C(C)NC.O.O", "homo_lumo_gap_ev": 9.30, "elements": ["O", "O", "N", "C", "C", "C", "C", "H", "H", "H", "H", "H", "H", "H", "H", "H", "H", "H", "H", "H"], "positions_angstrom": [[-1.128, -2.044, 1.299], [5.286, 0.934, 3.880], [-0.144, -0.274, -0.854], [-1.289, 0.532, -0.870], [-1.592, 1.277, 0.404], [0.062, -1.237, -1.936], [-2.047, 0.756, -1.945], [5.942, 0.343, 4.266], [-2.987, 1.247, -1.818], [-0.721, -1.504, 0.591], [5.379, 0.798, 2.930], [-1.300, -1.422, 2.012], [-0.617, -1.163, -2.771], [-1.862, 0.655, 1.257], [-2.343, 2.046, 0.262], [1.092, -1.117, -2.281], [0.728, 0.185, -0.651], [0.051, -2.253, -1.529], [-0.656, 1.754, 0.729], [-1.854, 0.485, -2.974]], "lowdin_charge": [-0.08, -0.06, -0.09, -0.43, -0.05, -0.09, 0.04, 0.03, 0.05, -0.01, 0.03, 0.02, 0.06, 0.06, 0.08, 0.08, 0.12, 0.08, 0.09, 0.05]}

2.
{"formula": "C4H13NO2", "method": "ωB97M-V/def2-TZVPD", "smiles": "CC(C)=CN.O.O", "homo_lumo_gap_ev": 8.40, "elements": ["O", "O", "N", "C", "C", "C", "C", "H", "H", "H", "H", "H", "H", "H", "H", "H", "H", "H", "H", "H"], "positions_angstrom": [[0.449, -2.201, -3.307], [-3.163, -1.619, -2.165], [-1.319, 0.554, 1.833], [1.831, 1.572, -0.098], [1.570, -0.121, 1.911], [0.954, 0.922, 0.958], [-0.320, 1.299, 1.159], [0.790, -0.892, 2.063], [-0.197, -2.575, -3.910], [-0.594, 2.306, 0.793], [2.559, -0.396, 1.577], [-2.116, 1.159, 2.002], [-2.564, -1.453, -1.431], [-1.738, -0.094, 1.166], [1.524, 0.356, 2.907], [0.154, -2.536, -2.456], [1.144, 2.086, -0.776], [2.636, 2.182, 0.293], [-4.036, -1.453, -1.806], [2.434, 0.902, -0.715]], "lowdin_charge": [-0.06, -0.05, 0.01, -0.08, -0.06, -0.33, -0.22, 0.07, 0.03, 0.11, 0.06, 0.07, 0.02, 0.07, 0.08, 0.03, 0.07, 0.07, 0.03, 0.07]}

3.
{"formula": "C4H13NO2", "method": "ωB97M-V/def2-TZVPD", "smiles": "C/C=C/CN.O.O", "homo_lumo_gap_ev": 9.38, "elements": ["O", "O", "N", "C", "C", "C", "C", "H", "H", "H", "H", "H", "H", "H", "H", "H", "H", "H", "H", "H"], "positions_angstrom": [[0.883, 6.474, -2.040], [-0.928, 4.003, -1.063], [-0.352, -0.928, -1.327], [0.174, -2.625, 2.879], [-0.319, -2.348, -0.963], [-0.267, -2.354, 1.461], [0.415, -2.704, 0.372], [-1.578, 3.375, -1.417], [-0.339, 4.118, -1.821], [1.481, -2.928, 0.442], [0.621, -0.684, -1.483], [-0.667, -2.997, 3.486], [0.509, -1.679, 3.323], [-0.665, -0.285, -0.614], [0.175, -2.917, -1.752], [0.980, 6.486, -1.075], [0.938, -3.379, 3.086], [1.230, 5.591, -2.179], [-1.318, -2.694, -0.716], [-0.971, -1.526, 1.399]], "lowdin_charge": [-0.05, -0.07, -0.01, -0.12, -0.28, -0.20, -0.11, 0.04, 0.01, 0.10, 0.06, 0.07, 0.07, 0.05, 0.10, 0.05, 0.07, 0.02, 0.09, 0.10]}

4.
{"formula": "C4H13NO2", "method": "ωB97M-V/def2-TZVPD", "smiles": "NCCCCO.O", "homo_lumo_gap_ev": 10.25, "elements": ["O", "O", "N", "C", "C", "C", "C", "H", "H", "H", "H", "H", "H", "H", "H", "H", "H", "H", "H", "H"], "positions_angstrom": [[2.045, -0.226, 2.332], [-2.023, -2.766, -1.223], [-1.489, 1.089, -1.680], [0.627, 1.500, -0.180], [-0.926, 1.452, -0.360], [1.314, 0.019, 0.103], [0.980, -0.643, 1.438], [-1.489, 1.737, -2.505], [-2.940, -2.735, -1.255], [-0.125, -0.578, 1.698], [0.973, -1.751, 1.236], [-0.990, 0.258, -2.053], [2.332, 0.244, -0.076], [-1.353, 2.520, -0.128], [0.838, 2.215, 0.680], [0.941, -0.692, -0.567], [0.985, 1.698, -1.069], [-1.806, -1.890, -1.621], [2.371, 0.646, 2.309], [-1.462, 0.681, 0.232]], "lowdin_charge": [-0.07, -0.04, -0.06, -0.14, -0.29, -0.16, -0.24, 0.08, -0.01, 0.12, 0.12, 0.05, 0.09, 0.13, 0.12, 0.07, 0.03, 0.03, 0.05, 0.10]}

5.
{"formula": "C4H13NO2", "method": "ωB97M-V/def2-TZVPD", "charge": 1, "homo_lumo_gap_ev": [8.71, 5.63], "spin_multiplicity": 2, "elements": ["O", "O", "N", "C", "C", "C", "C", "H", "H", "H", "H", "H", "H", "H", "H", "H", "H", "H", "H", "H"], "positions_angstrom": [[2.048, -2.627, -0.488], [-4.238, -3.112, -0.289], [-1.301, 1.361, -1.376], [0.353, 0.582, 0.170], [1.154, 1.681, 0.506], [2.462, 1.603, 1.163], [-1.109, 0.748, -0.060], [2.978, -2.547, -0.759], [1.742, -3.089, -1.287], [0.795, -0.411, 0.248], [-1.559, -0.236, -0.010], [-1.626, 1.282, 0.751], [0.917, 2.618, 0.020], [2.863, 0.590, 1.139], [-2.295, 1.449, -1.583], [-1.048, 2.347, -1.297], [-3.303, -3.005, -0.485], [2.296, 1.818, 2.233], [3.131, 2.366, 0.779], [-4.262, -3.417, 0.625]], "lowdin_spin": [0.00, 0.00, 0.04, 0.39, 0.36, 0.07, 0.05, 0.00, 0.00, 0.02, 0.00, 0.01, 0.01, 0.01, 0.01, 0.00, 0.00, 0.03, 0.01, 0.00]}

6.
{"formula": "C4H13NO3", "method": "ωB97M-V/def2-TZVPD", "charge": -1, "homo_lumo_gap_ev": [7.87, 6.15], "spin_multiplicity": 2, "elements": ["O", "O", "O", "N", "C", "C", "C", "C", "H", "H", "H", "H", "H", "H", "H", "H", "H", "H", "H", "H", "H"], "positions_angstrom": [[-2.318, -1.134, 0.818], [-0.395, -2.253, 1.984], [2.319, 1.846, -1.475], [1.187, 1.610, 0.668], [-0.068, 0.809, 0.588], [-0.408, -0.536, -1.515], [1.287, 0.119, 0.675], [-0.724, 0.815, -0.789], [-3.219, -0.948, 1.126], [0.602, -0.466, -1.923], [1.831, 1.762, -0.430], [-1.262, -1.831, 1.535], [-1.810, 0.746, -0.760], [1.439, -0.272, 1.682], [2.983, 2.519, -1.632], [-1.129, -0.734, -2.313], [-0.709, 0.714, 1.449], [-0.400, 1.661, -1.395], [-0.775, -2.973, 2.506], [2.081, -0.124, -0.015], [-0.514, -1.328, -0.783]], "lowdin_spin": [0.00, 0.00, 0.09, 0.66, 0.06, 0.01, 0.07, 0.02, 0.00, 0.00, 0.03, 0.00, 0.00, 0.03, 0.00, 0.00, 0.01, 0.00, 0.00, 0.01, 0.00]}

7.
{"formula": "C4H13NO3", "method": "ωB97M-V/def2-TZVPD", "smiles": "CC[C@H](N)C=O.O.O", "homo_lumo_gap_ev": 10.07, "elements": ["O", "O", "O", "N", "C", "C", "C", "C", "H", "H", "H", "H", "H", "H", "H", "H", "H", "H", "H", "H", "H"], "positions_angstrom": [[-5.175, -0.551, 1.381], [2.129, 1.685, -0.287], [-1.112, 2.998, 0.515], [1.029, -0.597, -2.315], [1.222, -0.242, -0.927], [0.866, -1.475, -0.125], [0.550, -1.134, 1.311], [2.397, 0.543, -0.434], [-0.467, 2.552, 0.015], [0.563, 0.117, -2.829], [0.989, -0.183, 1.699], [1.794, -2.035, -0.291], [-0.562, -1.091, 1.558], [-4.794, -0.360, 2.263], [-0.179, -1.977, -0.428], [1.938, -0.652, -2.919], [3.467, 0.224, -0.199], [0.789, -2.067, 1.906], [-1.043, 3.793, 0.098], [-4.731, -0.012, 0.653], [0.331, 0.464, -0.646]], "lowdin_charge": [-0.11, 0.06, 0.01, 0.03, -0.44, -0.26, -0.14, -0.23, -0.02, 0.05, 0.08, 0.11, 0.09, 0.04, 0.16, 0.12, 0.15, 0.09, -0.02, 0.07, 0.16]}

8.
{"formula": "C4H13NO3", "method": "ωB97M-V/def2-TZVPD", "smiles": "CCCC(N)=O.O.O", "homo_lumo_gap_ev": 10.89, "elements": ["O", "O", "O", "N", "C", "C", "C", "C", "H", "H", "H", "H", "H", "H", "H", "H", "H", "H", "H", "H", "H"], "positions_angstrom": [[1.743, -2.693, 0.283], [0.522, -1.042, 1.574], [1.124, -1.480, -3.206], [1.770, 0.875, 1.473], [-1.196, 0.564, -0.066], [-2.244, 1.529, -0.641], [-0.599, 1.070, 1.238], [0.586, 0.177, 1.503], [-1.325, 1.036, 2.069], [0.510, -2.219, -3.239], [-1.603, -0.415, 0.006], [-0.242, 2.097, 0.991], [-0.386, 0.347, -0.820], [2.646, 0.416, 1.312], [1.810, -1.788, -2.595], [1.456, -3.600, 0.196], [1.730, 1.803, 1.832], [-3.260, 1.152, -0.769], [1.099, -2.051, 0.697], [-1.853, 1.731, -1.649], [-2.288, 2.489, -0.189]], "lowdin_charge": [-0.11, 0.04, -0.07, 0.18, -0.25, -0.10, -0.13, -0.49, 0.14, 0.03, 0.10, 0.12, 0.13, 0.11, 0.03, 0.01, 0.09, 0.07, -0.04, 0.08, 0.05]}

9.
{"formula": "C4H13NO3", "method": "ωB97M-V/def2-TZVPD", "smiles": "CN[C@@H](C)C=O.O.O", "homo_lumo_gap_ev": 9.74, "elements": ["O", "O", "O", "N", "C", "C", "C", "C", "H", "H", "H", "H", "H", "H", "H", "H", "H", "H", "H", "H", "H"], "positions_angstrom": [[0.271, 3.035, 0.782], [-0.727, -3.349, -0.232], [-2.166, 1.637, -0.492], [1.510, -0.574, -0.519], [0.614, 0.193, -1.399], [0.755, -1.420, 0.438], [0.186, -2.579, -0.533], [-0.279, -0.779, 1.317], [-2.791, 2.295, -0.343], [0.009, -0.344, 2.198], [2.135, 0.037, -0.060], [-0.303, 2.541, 1.511], [-1.373, 2.112, -0.668], [1.098, 1.178, -1.807], [0.850, 2.334, 0.520], [-0.981, -0.059, 0.861], [-0.899, -1.592, 1.686], [-0.225, 0.647, -0.702], [0.141, -0.431, -2.161], [1.429, -2.081, 1.097], [0.745, -2.801, -1.494]], "lowdin_charge": [-0.09, 0.02, -0.03, -0.11, -0.12, -0.33, -0.18, -0.07, 0.01, 0.04, 0.08, 0.12, -0.01, 0.12, -0.01, 0.06, 0.08, 0.05, 0.08, 0.17, 0.13]}

10.
{"formula": "C4H13NO3", "method": "ωB97M-V/def2-TZVPD", "smiles": "CN(C)CC=O.O.O", "homo_lumo_gap_ev": 10.21, "elements": ["O", "O", "O", "N", "C", "C", "C", "C", "H", "H", "H", "H", "H", "H", "H", "H", "H", "H", "H", "H", "H"], "positions_angstrom": [[-3.070, -2.286, -1.134], [2.240, 1.181, -3.040], [2.549, 0.677, 2.269], [-0.578, 0.021, -0.093], [0.533, -0.842, 0.279], [-0.609, 1.205, 0.786], [-2.061, -1.649, -1.033], [-1.852, -0.710, 0.165], [2.260, 1.118, -2.076], [0.067, 2.006, 0.497], [-1.561, 1.738, 0.734], [-1.250, -1.551, -1.775], [-1.729, -1.271, 1.099], [1.975, 1.356, 1.890], [2.284, -0.097, 1.749], [0.435, -1.553, 1.086], [1.380, 1.601, -3.149], [-0.504, 0.868, 1.825], [1.492, -0.335, 0.270], [0.694, -1.441, -0.628], [-2.695, -0.035, 0.278]], "lowdin_charge": [0.06, -0.06, -0.06, -0.26, -0.12, -0.11, -0.23, -0.15, 0.02, 0.08, 0.08, 0.12, 0.12, 0.02, 0.00, 0.10, 0.03, 0.09, 0.06, 0.09, 0.12]}

11.
{"formula": "C4H13NO3", "method": "ωB97M-V/def2-TZVPD", "homo_lumo_gap_ev": 4.45, "elements": ["O", "O", "O", "N", "C", "C", "C", "C", "H", "H", "H", "H", "H", "H", "H", "H", "H", "H", "H", "H", "H"], "positions_angstrom": [[0.844, -0.607, 1.411], [-1.351, -2.243, -1.982], [0.477, 1.851, 1.870], [3.265, 1.338, 1.294], [-1.662, -0.131, -1.244], [-1.688, -0.887, -2.504], [-0.451, 0.173, -0.512], [-0.354, -0.714, 0.821], [0.424, -0.117, -1.120], [3.840, 0.866, 1.968], [-1.181, -0.365, 1.467], [-0.165, 2.174, 2.506], [-2.567, -0.987, -3.137], [-2.559, 0.392, -0.920], [0.904, 0.324, 1.806], [-0.373, 1.224, -0.238], [-1.667, -2.325, -1.072], [-0.768, -0.699, -3.074], [-0.529, -1.760, 0.565], [3.182, 0.781, 0.464], [2.378, 1.714, 1.630]], "lowdin_charge": [-0.04, -0.04, -0.39, 0.02, 0.08, -0.15, -0.11, -0.27, 0.14, -0.01, 0.13, -0.07, 0.13, 0.15, 0.03, 0.13, 0.07, 0.14, 0.11, -0.01, -0.04]}

12.
{"formula": "C4H13NO3P", "method": "ωB97M-V/def2-TZVPD", "charge": 1, "homo_lumo_gap_ev": 10.29, "elements": ["P", "O", "O", "O", "N", "C", "C", "C", "C", "H", "H", "H", "H", "H", "H", "H", "H", "H", "H", "H", "H", "H"], "positions_angstrom": [[0.265, 0.204, 1.127], [-0.446, 1.626, 1.298], [-0.540, -0.668, 2.156], [1.691, 0.125, 1.171], [1.001, -1.130, -1.423], [-1.832, -0.388, 2.701], [-0.129, -0.387, -1.219], [-0.348, 2.874, 0.710], [1.465, -1.895, -2.669], [1.774, -0.446, -1.445], [-2.102, -1.490, 2.981], [0.540, -2.535, -3.013], [-1.082, 3.575, 1.033], [-2.435, 0.143, 1.955], [1.191, -1.633, -0.553], [-0.668, 2.831, -0.313], [1.783, -1.202, -3.455], [-1.052, -0.907, -1.485], [-0.132, 0.545, -1.688], [2.254, -2.654, -2.373], [-1.830, 0.123, 3.685], [0.633, 3.291, 0.820]], "lowdin_charge": [0.61, -0.24, -0.24, -0.21, -0.13, -0.07, -0.09, -0.09, 0.03, 0.17, 0.14, 0.14, 0.09, 0.09, 0.15, 0.08, 0.10, 0.10, 0.06, 0.12, 0.10, 0.10]}

Per-record ΔE to the lowest compared entry with this formula, charge and spin, eV: 1.2310 1.6195 2.0204 2.5904 2.2290 3.0748 3.5277 1.0206 2.9261 2.7670 6.7979 2.0712
Per-record calculated total energy, eV: -9942.966 -9942.577 -9942.176 -9941.606 -9933.927 -11988.218 -11988.944 -11991.451 -11989.545 -11989.704 -11985.673 -21272.395